20
Properties=species:S:1:pos:R:3:lowdin_charge:R:1 method="wB97M-V/def2-TZVPD" fmax_ev_per_a=3.4 orbital_gap_ev=9.00 de_lowest_kcal_mol=103.2 total_energy_ev=-11414.7400
O -0.8210 -0.7197 -1.9029 -0.0421
O 1.2118 0.6154 0.2527 -0.2477
N 1.6604 1.6682 -0.6083 0.0210
N -1.1866 1.3529 -0.0954 0.0829
C -0.5620 -0.0420 1.8103 -0.0269
C -0.3627 0.2457 0.3285 -0.4652
C -0.4382 -0.9785 -0.5521 -0.2976
C 1.0745 -1.7608 -0.6935 0.0078
H -1.0988 2.1419 0.5387 0.1007
H 0.8072 2.1343 -0.9265 0.0535
H 0.8557 -2.4376 -1.5230 0.0612
H -1.5975 -0.3213 2.0323 0.0885
H -1.5061 -0.0324 -1.8718 0.0713
H -1.0933 -1.7493 -0.1397 0.1325
H 1.2738 -2.3108 0.2255 0.0613
H -2.1041 1.0777 -0.4317 0.0954
H 0.0960 -0.8463 2.1491 0.0852
H -0.2976 0.8345 2.4127 0.0863
H 1.9358 -1.1786 -1.0205 0.0635
H 2.1527 2.3066 0.0155 0.0684